Entry 1:
Here is a structure of composition C40H43AsCoN5O4S2Te from the Open Molecules 2025 dataset. Energies are from ωB97M-V/def2-TZVPD.

* 2S+1: 5
* lowest unoccupied orbital energy (spin up / spin down): -4.66 / -7.09 eV
* ⟨S²⟩: 6.05
* E_tot: -185233.360 eV
* frontier orbital gap (spin up / spin down): 7.083 / 4.280 eV
* net charge: +2

Last column: Mulliken spin population.
Geometry (Å):
Co (0.07739, -0.02681, 0.53370)  2.1354
O (-0.49016, 1.49153, 5.65275)  0.0038
C (-0.32157, 2.69049, 5.03490)  0.0278
C (-0.16428, 3.86057, 5.80938)  -0.0076
C (-0.04493, 5.10349, 5.20200)  0.0117
C (-0.06002, 5.19173, 3.81332)  0.0030
C (-0.23640, 4.06766, 3.02577)  0.0109
C (-0.33082, 2.79376, 3.60497)  -0.0201
C (-0.36352, 1.60316, 2.73517)  -0.0274
O (-0.39185, 1.73310, 1.46514)  0.1401
N (-0.26282, 0.43628, 3.39164)  0.3670
N (-0.10294, -0.64032, 2.61486)  0.1609
C (0.07482, -1.76298, 3.24211)  0.0787
S (-0.02905, -1.75189, 4.93852)  0.1101
C (0.47319, -3.45843, 5.15581)  -0.0011
C (0.15460, -4.27157, 3.92028)  0.0074
S (0.49714, -3.24980, 2.45361)  0.0971
H (-0.63772, 1.61500, 6.59937)  0.0008
H (-0.15020, 3.78110, 6.90237)  -0.0003
H (0.02710, 6.02141, 5.79711)  0.0003
H (0.05810, 6.17120, 3.33965)  0.0002
H (-0.33408, 4.17863, 1.93267)  -0.0021
H (-0.08461, -3.83186, 6.02970)  0.0018
H (1.54548, -3.47970, 5.41462)  0.0050
H (-0.91082, -4.56256, 3.85402)  0.0049
H (0.80275, -5.16765, 3.84329)  0.0005
Te (-0.28029, -2.40125, -0.55030)  0.6065
C (0.32665, -4.46334, -0.85856)  0.0097
C (1.65235, -4.88876, -0.66584)  0.0093
C (1.95670, -6.22273, -0.88167)  -0.0149
C (0.95910, -7.10295, -1.30232)  0.0348
C (-0.34764, -6.68034, -1.50044)  -0.0199
C (-0.68143, -5.35291, -1.27674)  0.0058
H (2.41990, -4.16700, -0.37346)  0.0006
H (2.96386, -6.59770, -0.71320)  -0.0006
H (1.22271, -8.15451, -1.47170)  0.0016
H (-1.10842, -7.40248, -1.82867)  -0.0009
H (-1.70115, -4.99726, -1.44043)  -0.0009
N (5.56715, -0.35517, 0.04436)  0.0001
C (4.53593, 0.50109, 0.66582)  0.0006
C (3.14430, -0.08264, 0.42493)  -0.0138
O (2.13687, 0.32537, 1.06393)  0.0514
O (3.17842, -0.99301, -0.55181)  0.0050
H (5.95934, -1.00110, 0.73012)  -0.0002
H (6.36777, 0.18817, -0.27392)  0.0001
H (4.19830, -1.07814, -0.73349)  0.0002
H (4.55106, 1.50363, 0.19457)  0.0000
H (4.67586, 0.63954, 1.75189)  -0.0006
N (-5.27192, 0.29041, 0.96644)  -0.0013
C (-4.59084, 1.15201, -0.07937)  0.0017
C (-3.08754, 1.24670, 0.22934)  -0.0072
N (-2.40533, -0.06278, 0.26065)  0.1069
C (-3.11928, -0.97634, 1.19818)  0.0195
C (-4.63441, -1.08067, 0.96986)  0.0045
H (-6.27397, 0.17317, 0.72090)  -0.0002
H (-5.20695, 0.73586, 1.90556)  -0.0001
H (-5.05131, 2.15383, -0.10340)  0.0005
H (-4.75301, 0.66841, -1.07011)  -0.0002
H (-2.95413, 1.68540, 1.25102)  0.0002
H (-2.57633, 1.91462, -0.46984)  0.0040
H (-2.48189, -0.49425, -0.67919)  -0.0014
H (-2.95762, -0.61892, 2.23422)  0.0064
H (-2.68709, -1.98228, 1.12706)  -0.0048
H (-5.11124, -1.70318, 1.75320)  0.0005
H (-4.85538, -1.54020, -0.01348)  -0.0002
C (4.16695, 3.78897, -2.75660)  0.0019
C (3.19510, 4.19336, -1.83491)  -0.0004
C (2.17997, 3.31837, -1.46463)  -0.0021
C (2.12006, 2.05473, -2.06572)  -0.0036
C (3.09873, 1.63612, -2.96176)  0.0098
C (4.10669, 2.53047, -3.32953)  -0.0006
As (0.58152, 0.90229, -1.62095)  0.0303
C (0.46947, -0.26659, -3.20170)  0.0229
C (1.20169, -1.43988, -3.42164)  0.0122
C (0.89235, -2.21182, -4.53740)  0.0343
C (-0.11543, -1.85493, -5.42293)  -0.0040
C (-0.85626, -0.70052, -5.20835)  0.0074
C (-0.57367, 0.10047, -4.07939)  -0.0126
C (-1.29176, 1.34585, -3.71362)  0.0197
C (-2.34745, 1.93268, -4.44121)  -0.0025
C (-2.95243, 3.08383, -3.94513)  0.0022
C (-2.47662, 3.68543, -2.77861)  -0.0011
C (-1.42793, 3.12113, -2.05154)  0.0100
C (-0.86332, 1.92850, -2.49760)  -0.0170
H (4.98240, 4.47808, -3.00532)  0.0002
H (3.24678, 5.20029, -1.39857)  -0.0001
H (1.39245, 3.61585, -0.75702)  0.0000
H (3.05740, 0.62504, -3.39653)  0.0008
H (4.87084, 2.22583, -4.06680)  -0.0001
H (1.93642, -1.75993, -2.68500)  -0.0200
H (1.46915, -3.11774, -4.71608)  0.0013
H (-0.32412, -2.46894, -6.30888)  -0.0003
H (-1.64861, -0.42409, -5.91488)  0.0009
H (-2.70710, 1.46894, -5.37371)  -0.0001
H (-3.80969, 3.50797, -4.47027)  0.0000
H (-2.94054, 4.60953, -2.42102)  0.0000
H (-1.10692, 3.57688, -1.11358)  -0.0013



Entry 2:
Here is a structure of composition C37H31N5O3Sn from the Open Molecules 2025 dataset. Energies are from ωB97M-V/def2-TZVPD.

* lowest unoccupied orbital energy: -6.41 eV
* E_tot: -58283.779 eV
* frontier orbital gap: 6.603 eV
* net charge: +2

Last column: Mulliken charge in e.
Geometry (Å):
Sn (0.10435, 0.60327, 0.68038)  1.5930
N (4.22754, 0.39704, -1.46213)  0.0997
C (3.23947, 0.05129, -0.65467)  -0.6167
N (2.44541, 0.90926, -0.06749)  -0.2280
C (2.63600, 2.25915, -0.28599)  0.5322
N (1.92195, 3.13241, 0.35911)  -1.3508
N (0.98163, 2.50869, 1.16783)  0.7435
C (0.65119, 3.07647, 2.25054)  -0.5087
C (-0.29553, 2.38973, 3.14142)  0.8008
C (-0.83969, 3.00667, 4.24223)  -0.8922
C (-1.75055, 2.29648, 5.01825)  -0.3824
C (-2.08350, 1.00843, 4.65338)  -1.0715
C (-1.49161, 0.45626, 3.52691)  0.0524
N (-0.59778, 1.12983, 2.80237)  0.0730
C (3.64861, 2.70403, -1.23224)  0.8208
C (3.83958, 4.04949, -1.56972)  -0.4116
C (4.82836, 4.39543, -2.46079)  -0.8410
C (5.63898, 3.40771, -3.02966)  -0.4211
C (5.46254, 2.07866, -2.71343)  -0.9986
C (4.46225, 1.73830, -1.81094)  0.1979
H (4.82196, -0.32397, -1.84045)  0.2943
H (3.09186, -1.00898, -0.48456)  0.7140
H (1.09146, 4.03129, 2.51672)  0.5077
H (-0.56725, 4.02589, 4.48353)  0.5037
H (-2.19812, 2.75486, 5.89090)  0.4506
H (-2.79030, 0.42570, 5.22733)  0.4590
H (-1.74132, -0.54419, 3.19591)  0.7072
H (3.20516, 4.80039, -1.11714)  0.5025
H (4.98471, 5.43417, -2.72216)  0.4499
H (6.41439, 3.68811, -3.72971)  0.4319
H (6.08466, 1.31182, -3.16058)  0.4232
C (-6.67558, 0.93354, 0.09868)  -0.8057
O (-6.12626, 1.10223, -1.21396)  -0.4231
C (-4.81098, 1.17208, -1.36477)  0.8007
C (-4.36477, 1.28067, -2.70124)  -1.1060
C (-3.03973, 1.37930, -2.94780)  -1.2487
C (-2.07201, 1.34737, -1.89808)  0.7212
C (-0.69373, 1.45686, -2.17670)  0.6152
C (-0.16203, 1.98893, -3.46639)  -1.5817
O (0.20725, 1.12726, -1.34372)  -0.1305
C (-2.54362, 1.23534, -0.56639)  0.4587
O (-1.72748, 1.30217, 0.49285)  -0.6639
C (-3.90502, 1.15124, -0.30962)  -0.3832
H (-7.74247, 0.81612, -0.04308)  0.2528
H (-6.47992, 1.81457, 0.70944)  0.3387
H (-6.26758, 0.04183, 0.57393)  0.3391
H (-5.09881, 1.28073, -3.49600)  0.4982
H (-2.71242, 1.44210, -3.97597)  0.2803
H (-0.83634, 1.87219, -4.30802)  0.4706
H (0.79747, 1.52505, -3.68456)  0.3085
H (0.00273, 3.06140, -3.32287)  0.3159
H (-4.22463, 1.09696, 0.72012)  0.5409
C (-0.17341, -6.22837, 2.98812)  -0.4556
C (-0.47464, -5.83362, 1.68773)  -0.7789
C (-0.35618, -4.50618, 1.31511)  -0.1909
C (0.06515, -3.54998, 2.24613)  0.4700
C (0.34081, -3.95558, 3.55411)  -0.5785
C (0.23079, -5.28692, 3.92411)  -0.6793
C (0.20167, -2.11835, 1.92574)  -0.3403
C (0.29413, -1.54599, 0.71666)  -0.7204
C (0.55057, -2.21077, -0.58555)  0.3705
C (1.67188, -3.03631, -0.69088)  -0.0078
C (1.92701, -3.72028, -1.86850)  -1.0557
C (1.06135, -3.58916, -2.95108)  -0.6167
C (-0.06128, -2.77619, -2.84689)  -1.0561
C (-0.31898, -2.09194, -1.66876)  0.2697
H (-0.26612, -7.26930, 3.27252)  0.4113
H (-0.80941, -6.56693, 0.96507)  0.4251
H (-0.61436, -4.21165, 0.30691)  0.4794
H (0.65426, -3.21780, 4.28664)  0.3866
H (0.45517, -5.58940, 4.93885)  0.4089
H (0.26456, -1.47816, 2.79762)  0.5382
H (2.32715, -3.15866, 0.16593)  0.5418
H (2.78909, -4.37167, -1.93680)  0.4936
H (1.25305, -4.13343, -3.86799)  0.4330
H (-0.74825, -2.68938, -3.67934)  0.4679
H (-1.21446, -1.48561, -1.58649)  0.5516



Entry 3:
Here is the molecule C6H9ClSi from the Open Molecules 2025 dataset. Energies are from ωB97M-V/def2-TZVPD.

* lowest unoccupied orbital energy (spin up / spin down): -0.45 / -0.66 eV
* E_tot: -26764.194 eV
* frontier orbital gap (spin up / spin down): 8.261 / 5.588 eV

Last column: Mulliken charge in e.
Geometry (Å):
C (2.12350, -0.23804, -0.52885)  -0.2707
C (1.19720, 0.82826, -0.31173)  -0.2864
C (2.02717, -1.41543, -1.14896)  -0.6106
C (-0.15424, 0.90335, -0.05299)  0.7471
C (-0.70533, 2.31295, 0.13474)  -1.4689
C (-1.24993, -2.18507, 0.72180)  -0.9664
Si (-1.40469, -0.42259, 0.06522)  0.2088
Cl (-3.32936, 0.03542, -0.37186)  -0.2265
H (3.13404, 0.11456, -0.26190)  0.2613
H (1.67779, 1.80385, -0.28859)  0.2945
H (2.83906, -2.13181, -1.09971)  0.2641
H (-0.60634, 2.90346, -0.77454)  0.3232
H (-0.14560, 2.81510, 0.92270)  0.3507
H (-1.75274, 2.30938, 0.42086)  0.3853
H (-1.09758, -2.89694, -0.08369)  0.3496
H (-0.40338, -2.26704, 1.39492)  0.3251
H (-2.14957, -2.46941, 1.26257)  0.3198



Entry 4:
Here is a cluster of 2 separate species, C3H2N2O2 in total from the Open Molecules 2025 dataset. Energies are from ωB97M-V/def2-TZVPD.

* SMILES: O=C=CC=O.N#N
* lowest unoccupied orbital energy: 0.23 eV
* E_tot: -10217.773 eV
* frontier orbital gap: 10.145 eV

Last column: Mulliken charge in e.
Geometry (Å):
O (2.40785, -0.26186, -0.29982)  -0.3114
C (1.35191, -0.15035, 0.15239)  0.7220
C (0.17068, -0.10465, 0.69910)  -0.5583
C (-1.02168, -0.98815, 0.73294)  0.1364
O (-1.11517, -2.00476, 0.10814)  -0.4808
H (0.04391, 0.65558, 1.53148)  0.2466
H (-1.77837, -0.67508, 1.54891)  0.2458
N (0.20300, 1.72854, -1.74079)  0.1893
N (-0.26213, 1.80073, -2.73234)  -0.1897



It is found that the strongest force on any atom values, taken in the order of the records, are 3.50; 1.42; 1.78; 3.82 eV Å⁻¹.